Density functional theory data (ωB97M-V/def2-TZVPD) for a molecular structure, C17H16ClMoN2O2.

Geometry (Å):
Mo: -0.4673 -0.2653 0.2399
Cl: -1.8028 -2.7572 0.1025
O: -0.3956 -0.7518 1.9827
O: 0.4737 -1.3747 -1.0044
N: -0.6264 0.9636 -1.4550
N: -0.2182 1.5931 0.9596
C: 1.0945 1.4778 4.4173
C: 1.1373 0.6687 5.5202
C: 0.1411 -0.5327 -3.1979
C: 0.3489 1.8855 2.1147
C: 0.9185 -1.8473 -5.0693
C: -0.4732 2.7672 0.1081
C: -2.1918 -1.2154 -0.6795
C: -1.1520 2.2914 -1.1637
C: 0.6426 -1.5120 -2.3087
C: 0.5347 1.0104 3.2083
C: 1.4356 -2.7959 -4.1787
C: -0.4338 0.6724 -2.7013
C: 0.0849 -1.1258 4.2864
C: 0.2929 -0.7286 -4.5825
C: 0.0664 -0.3198 3.1484
C: 0.6151 -0.6319 5.4558
C: 1.3077 -2.6324 -2.8189
H: -0.3065 -2.1324 4.2205
H: -2.2319 2.2193 -1.0097
H: 1.4863 2.4870 4.4547
H: 0.6408 2.9217 2.2685
H: -0.7079 1.4185 -3.4459
H: -0.9662 2.9898 -1.9799
H: -3.1848 -0.9028 -0.3616
H: 1.0227 -1.9941 -6.1351
H: 1.9414 -3.6698 -4.5670
H: 1.6994 -3.3507 -2.1110
H: 0.6320 -1.2554 6.3393
H: 0.4696 3.2685 -0.1226
H: -2.1865 -1.3645 -1.7558
H: -0.0944 0.0244 -5.2593
H: 1.5676 1.0295 6.4439
H: -1.1142 3.4717 0.6366

Output
- total energy (Eh) = -1445.576335
- molar mass (g mol⁻¹) = 411.72
- strongest force on any atom (eV/A) = 4.72
- energy relative to the best compared isomer or geometry (same formula, charge and spin) (kJ/mol) = 75.7
- LUMO level (alpha / beta) (eV) = -3.97 / -3.98
- frontier orbital gap (alpha / beta) (eV) = 6.8 / 6.8
- net charge = +1

Atom charges from the Löwdin analysis, given in e for atoms 1 to 2:
1 Mo 1.635
2 Cl 0.568

***

Density functional theory data (ωB97M-V/def2-TZVPD) for a molecular structure, C27H26DyN2O8P.

Geometry (Å):
Dy: -1.8039 -0.3860 0.5828
P: 0.8994 1.1424 0.4173
O: 1.5488 -3.0906 0.3205
O: -5.1958 -2.9025 1.3049
O: -1.0913 1.4764 -2.3243
O: -1.6576 -2.5972 1.7289
O: -3.7903 -1.0925 1.2824
O: -1.7107 1.0846 2.1584
O: -3.7392 -2.6995 -0.4875
O: -0.1489 -1.7020 -0.1806
N: -3.0327 -1.7044 -1.0399
N: -1.8220 0.3903 -1.8813
C: -2.9284 -3.2573 1.7771
C: -2.9881 -2.8954 -3.1824
C: 2.2382 -0.7634 3.7718
C: 1.1374 5.0822 1.7317
C: 2.6881 2.2736 -3.0994
C: 2.0135 0.4411 1.6865
C: 0.4094 -2.6866 0.4472
C: 3.6206 -0.6867 3.6793
C: 1.4448 -0.2055 2.7796
C: 4.2008 -0.0395 2.5960
C: 3.4013 0.5219 1.6108
C: 0.5706 2.8332 1.0567
C: -1.8369 -0.5856 -2.7020
C: -2.6637 -1.7783 -2.2529
C: 1.5085 3.8489 1.2187
C: -1.1409 4.3106 1.9476
C: -0.7619 3.0736 1.4455
C: 3.2287 1.0718 -3.5288
C: 3.1046 -0.0650 -2.7359
C: -0.5216 -3.4077 1.4056
C: 1.9029 1.2151 -1.0801
C: -3.9511 -2.3756 1.0824
C: -1.1016 -0.5998 -3.9976
C: -0.1865 5.3081 2.0924
C: 2.4404 0.0012 -1.5217
C: -1.6777 1.9245 1.2016
C: 2.0262 2.3455 -1.8784
H: 3.8701 1.0069 0.7624
H: -0.1111 -0.1646 -3.8624
H: -1.6158 -0.0108 -4.7595
H: 1.6025 3.2908 -1.5596
H: 4.2423 -1.1299 4.4464
H: 1.7711 -1.2598 4.6125
H: -0.9960 -1.6184 -4.3646
H: -3.2316 -3.3944 2.8151
H: -3.8396 -3.4611 -2.8145
H: -3.2092 -2.5163 -4.1810
H: -5.8177 -2.1902 1.1101
H: -2.1709 4.4890 2.2287
H: 2.3272 -0.9004 -0.9285
H: 2.7788 3.1599 -3.7143
H: 2.5414 3.6646 0.9423
H: 3.5184 -1.0109 -3.0611
H: -0.8545 -4.3225 0.9091
H: -0.4790 6.2712 2.4914
H: -1.2322 2.1052 -1.6018
H: 5.2781 0.0226 2.5126
H: 1.8750 5.8644 1.8521
H: -2.8814 -4.2205 1.2698
H: -2.1394 -3.5788 -3.2726
H: 0.3675 -0.2651 2.9007
H: 3.7467 1.0147 -4.4779
H: 0.0258 -3.6692 2.3114

Output
- 2S+1 = 6
- total energy (Eh) = -2982.325308
- molar mass (g mol⁻¹) = 699.98
- expectation value of S² = 9.34
- strongest force on any atom (eV/A) = 1.72
- LUMO level (alpha / beta) (eV) = 0.18 / 0.19
- frontier orbital gap (alpha / beta) (eV) = 7.9 / 7.9
- net charge = 0

Atom charges from the Löwdin analysis, given in e for atoms 1 to 2:
1 Dy 1.615
2 P 1.091

***

Density functional theory data (ωB97M-V/def2-TZVPD) for 2 unconnected molecules or ions with the total composition C9H17BrN2O3.

Geometry (Å):
Br: 3.2187 -1.8243 -2.6823
O: 1.5524 -2.1962 0.5903
O: 1.4958 -0.2379 1.6607
O: -3.3762 -2.5513 1.8967
N: -1.6914 -2.6660 0.2163
N: -0.6971 -1.5838 0.1801
C: 3.1864 -0.4584 -0.0008
C: -2.4829 -2.5950 1.1753
C: 0.5788 -2.1770 -0.3991
C: 2.0527 -0.9143 0.8319
C: -1.1427 3.1342 -0.5882
C: -1.0720 1.5952 1.4203
C: -0.4447 1.8988 0.0427
C: -1.2973 -0.4759 -0.6257
C: -0.3668 0.6941 -0.9400
H: -1.8724 2.8530 -1.3491
H: 3.9610 -0.0200 0.6342
H: 2.8565 0.2777 -0.7302
H: -1.6276 3.6832 0.2192
H: 3.5834 -1.3334 -0.5774
H: -0.9383 0.5733 1.7726
H: -0.5659 2.2242 2.1558
H: 0.9305 -1.6481 -1.2941
H: 0.5814 2.2160 0.2325
H: 0.6766 0.4066 -1.0552
H: -0.4940 -1.3421 1.1570
H: -0.6787 1.0625 -1.9197
H: -2.1179 1.9108 1.4561
H: -2.2334 -0.1323 -0.1861
H: -0.3910 3.7763 -1.0468
H: 0.3963 -3.2110 -0.6739
H: -1.5801 -0.9390 -1.5729

Output
- total energy (Eh) = -3262.260808
- molar mass (g mol⁻¹) = 281.15
- strongest force on any atom (eV/A) = 1.65
- LUMO level (eV) = -1.31
- frontier orbital gap (eV) = 5.7
- net charge = 0

Atom charges from the Löwdin analysis, given in e for atoms 1 to 2:
1 Br -0.303
2 O 0.003

***

Density functional theory data (ωB97M-V/def2-TZVPD) for a molecular structure, C15H19BrCeSi.

Geometry (Å):
Ce: 0.3739 -0.1134 -1.0853
Br: 1.2754 -2.5997 -0.6160
Si: 0.5072 0.1279 4.3848
C: 0.4079 1.8356 5.1526
C: -2.2218 0.9590 -0.5032
C: 1.9050 -0.7971 5.2295
C: 1.1779 1.4949 -2.9420
C: 0.2053 0.5901 -3.4871
C: -2.2692 0.6182 -1.8976
C: 2.0891 -0.6342 -2.9183
C: 0.7056 0.2741 2.5614
C: 0.7823 0.3115 1.3148
C: -2.0483 -1.3536 -0.6968
C: 2.3369 0.7286 -2.5950
C: -2.1196 -0.8119 -2.0192
C: -2.0789 -0.2602 0.2336
C: -1.0611 -0.8152 4.7129
C: 0.7509 -0.7401 -3.4408
H: -0.5406 2.3183 4.8866
H: -2.1396 -1.3804 -2.9451
H: 1.7649 -0.7052 6.3108
H: -2.4183 1.3323 -2.7219
H: -0.7361 0.8728 -3.9588
H: -1.9338 -0.2785 4.3265
H: 0.4654 1.7539 6.2463
H: 2.8881 -0.3817 4.9720
H: -1.9529 -0.3295 1.3184
H: -1.2071 -0.9704 5.7899
H: 3.2767 1.1231 -2.2151
H: 0.2380 -1.6563 -3.7322
H: -1.0249 -1.8010 4.2361
H: 1.0818 2.5789 -2.9200
H: -2.3809 1.9587 -0.0873
H: -2.0396 -2.4101 -0.4419
H: 1.8840 -1.8624 4.9665
H: 2.8112 -1.4549 -2.8714
H: 1.2278 2.4765 4.8067

Output
- 2S+1 = 2
- total energy (Eh) = -3921.680187
- molar mass (g mol⁻¹) = 447.42
- expectation value of S² = 0.75
- strongest force on any atom (eV/A) = 4.28
- LUMO level (alpha / beta) (eV) = 2.69 / 2.69
- frontier orbital gap (alpha / beta) (eV) = 6.8 / 7.3
- net charge = -1

Atom charges from the Löwdin analysis, given in e for atoms 1 to 2:
1 Ce 0.513
2 Br 0.177

***

Density functional theory data (ωB97M-V/def2-TZVPD) for a molecular structure, C5H11N2.

Geometry (Å):
N: -1.0412 0.1375 0.3574
N: 1.1014 -0.9648 0.2074
C: -1.9410 0.4828 1.4953
C: 0.3485 0.2350 0.5582
C: 1.0724 1.5706 -0.6732
C: 0.5488 -1.6035 -1.0751
C: 1.2761 2.1582 -1.7009
H: -0.5400 -1.4818 -1.1474
H: 0.8435 0.6947 1.3840
H: 2.0601 -0.7576 0.0040
H: -1.5591 0.2973 2.5436
H: 0.9031 -2.6534 -1.1240
H: 1.1455 -1.8056 0.8824
H: -1.4600 0.2681 -0.5382
H: -2.8584 -0.1290 1.4518
H: -2.2375 1.5009 1.4315
H: 1.3836 3.1043 -2.2003
H: 0.9543 -1.0536 -1.8563

Output
- total energy (Eh) = -306.196718
- molar mass (g mol⁻¹) = 99.16
- strongest force on any atom (eV/A) = 5.34
- energy relative to the best compared isomer or geometry (same formula, charge and spin) (kJ/mol) = 490.3
- LUMO level (eV) = -3.43
- frontier orbital gap (eV) = 10.4
- net charge = +1

Atom charges from the Löwdin analysis, given in e for atoms 1 to 2:
1 N -0.062
2 N 0.028

***

Density functional theory data (ωB97M-V/def2-TZVPD) for 2 unconnected molecules or ions with the total composition C3H12NOS.

Geometry (Å):
S: -2.3345 1.8345 1.2600
O: 3.7244 -2.1835 -1.5619
N: 1.0237 -0.7541 -1.4736
C: -0.7646 0.9349 1.1125
C: 0.4251 -1.0063 -0.1236
C: -0.8570 -0.0936 -0.0429
H: 4.3637 -1.7419 -1.0188
H: 0.1190 1.5650 0.9351
H: 1.8397 -1.3816 -1.5467
H: -0.5773 0.3697 2.0320
H: -1.6946 -0.7646 0.1252
H: -2.2962 2.0939 2.6258
H: 1.0859 -0.6781 0.6768
H: -1.0127 0.5188 -0.9374
H: 0.3435 -0.9291 -2.2074
H: 1.3832 0.1936 -1.5674
H: 3.8751 -3.1484 -1.5082
H: 0.1781 -2.0467 0.0783

Output
- total energy (Eh) = -649.427957
- molar mass (g mol⁻¹) = 110.20
- strongest force on any atom (eV/A) = 2.72
- energy relative to the best compared isomer or geometry (same formula, charge and spin) (kJ/mol) = 59.6
- LUMO level (eV) = -3.44
- frontier orbital gap (eV) = 8.8
- net charge = +1

Atom charges from the Löwdin analysis, given in e for atoms 1 to 2:
1 S 0.714
2 O -0.041